# 1
Computed, not measured: 9 unconnected molecules or ions with the total composition C36H90N6O15 in a non-equilibrium geometry, with ωB97M-V/def2-TZVPD.

- HOMO level (eV) = -8.74
- SMILES = COC[C@H](C)N.COC[C@H](C)N.COC[C@H](C)N.COC[C@H](C)N.COC[C@H](C)N.COC[C@H](C)N.CCOC(=O)OC.CCOC(=O)OC.CCOC(=O)OC

```
! RIJCOSX wB97M-V def2-TZVPD def2/J DEFGRID3
* xyz 0 1
C -4.8345 3.9277 1.8457
C -3.7838 3.5539 2.8463
C -4.0490 2.2299 3.4453
O -2.9751 1.9379 4.3170
C -2.9538 0.5561 4.7141
N -2.5123 3.5330 2.1463
H -4.7067 3.3970 0.8467
H -4.8395 5.0180 1.5731
H -5.8379 3.7576 2.1804
H -3.7534 4.3433 3.6058
H -4.2355 1.5637 2.5880
H -4.9234 2.1370 4.1338
H -2.2982 0.5186 5.5461
H -2.4793 -0.1726 3.9702
H -3.9116 0.2742 5.0548
H -2.5642 2.7127 1.5093
H -1.7576 3.3200 2.7815
C -2.3122 4.5968 -3.0468
C -1.0785 4.0033 -2.3324
C 0.2953 4.3086 -3.0424
O 0.3053 3.5399 -4.2362
C 1.2183 4.1068 -5.1478
N -0.9932 4.6199 -1.0511
H -2.3258 5.7313 -2.9240
H -3.2487 4.2444 -2.5291
H -2.3397 4.4254 -4.1177
H -1.2065 2.8972 -2.3406
H 1.0848 4.0448 -2.3619
H 0.3321 5.4023 -3.2015
H 2.0198 4.4867 -4.5696
H 0.7583 4.8700 -5.7559
H 1.6137 3.4199 -5.8897
H -0.1878 4.2799 -0.5909
H -1.8464 4.5099 -0.5434
C 2.9730 -1.2139 5.4704
C 1.9813 -1.9985 4.6599
C 0.6614 -2.0171 5.3492
O -0.4557 -2.3415 4.5297
C -0.4609 -3.6933 4.1572
N 1.9467 -1.2812 3.3318
H 3.1744 -1.5365 6.4966
H 2.7663 -0.1414 5.6242
H 3.8478 -1.2245 4.9080
H 2.2230 -3.0498 4.5030
H 0.3855 -1.0597 5.7475
H 0.7077 -2.6522 6.1783
H -0.7015 -3.7887 3.0584
H -1.1399 -4.3075 4.8455
H 0.5759 -4.1255 4.2778
H 0.9929 -1.4363 2.8890
H 1.8588 -0.2888 3.6101
C -3.8043 -4.7981 -2.8816
C -2.4942 -4.4539 -2.1825
C -1.3889 -5.5790 -2.3392
O -1.8227 -6.7929 -1.7865
C -0.7483 -7.6592 -1.4680
N -1.8917 -3.2413 -2.7467
H -4.4802 -3.9481 -2.6956
H -4.2589 -5.7159 -2.3904
H -3.7174 -4.8338 -3.9429
H -2.5998 -4.1960 -1.1498
H -0.5067 -5.1774 -1.8674
H -1.2719 -5.6869 -3.4506
H -0.1387 -7.2254 -0.6279
H -0.1573 -7.8097 -2.4353
H -1.1084 -8.6209 -1.1790
H -1.6506 -3.4716 -3.7126
H -2.6753 -2.5306 -2.8640
C 2.1052 3.4962 1.5713
C 2.5443 2.1805 2.2634
C 4.0228 2.2681 2.5819
O 4.7444 2.3349 1.3794
C 6.0833 2.4870 1.6233
N 1.7947 1.8646 3.4427
H 2.8985 3.9602 0.9555
H 1.9417 4.2999 2.3201
H 1.1979 3.5510 0.9967
H 2.3988 1.3460 1.5863
H 4.3893 1.3588 3.1976
H 4.3481 3.1059 3.2247
H 6.4807 1.5237 1.9039
H 6.2738 3.2626 2.3717
H 6.4613 2.7989 0.6098
H 0.8930 1.3481 3.2424
H 1.6270 2.7034 4.0364
C 5.3549 -2.5119 2.6172
C 4.7665 -1.9029 1.4088
C 5.7231 -1.8526 0.2449
O 6.7633 -0.9154 0.5753
C 7.7729 -0.8866 -0.4315
N 3.5831 -2.6552 0.9489
H 6.2846 -2.0537 2.9829
H 5.5924 -3.5743 2.3537
H 4.6278 -2.5393 3.4181
H 4.4104 -0.8435 1.6294
H 5.1438 -1.6517 -0.6819
H 6.2111 -2.8039 0.1104
H 7.2685 -0.6357 -1.4070
H 8.2366 -1.8909 -0.6541
H 8.5546 -0.2126 -0.1954
H 2.8967 -2.4048 1.6962
H 3.8381 -3.6357 0.9772
C 4.7021 2.1658 -1.9449
C 3.9538 1.0856 -1.1541
O 3.0142 0.4126 -2.0557
C 1.7598 0.8694 -2.0305
O 1.3070 1.7500 -1.4167
O 1.0212 0.0125 -2.8378
C -0.3415 0.3486 -3.0053
H 4.1478 3.1175 -1.9797
H 4.9043 1.7090 -2.9386
H 5.6428 2.3277 -1.4867
H 3.4158 1.4150 -0.2721
H 4.6130 0.2914 -0.8585
H -0.6382 0.8918 -2.1038
H -0.8842 -0.5690 -3.0580
H -0.4804 0.8663 -3.9560
C -4.5691 -0.6118 0.1251
C -3.3219 0.2706 -0.0638
O -2.3298 0.2651 1.0286
C -1.2517 -0.4520 0.9026
O -0.3531 -0.3202 1.6647
O -1.3343 -1.3243 -0.0724
C -0.0474 -1.8704 -0.3674
H -5.0666 -0.5006 1.1160
H -4.3982 -1.6717 -0.1008
H -5.1584 -0.1974 -0.7033
H -3.7615 1.3054 0.0046
H -2.9369 0.1164 -1.0840
H -0.0707 -2.3580 -1.3026
H 0.2899 -2.5462 0.4383
H 0.6876 -1.0482 -0.4757
C -7.4361 -1.4383 -3.0348
C -5.9798 -1.5135 -3.5014
O -5.5526 -0.1946 -3.8901
C -4.3331 -0.0744 -4.4779
O -3.4732 -0.9372 -4.4690
O -4.1149 1.1647 -4.8980
C -2.8538 1.4675 -5.4373
H -8.0687 -1.3496 -3.9010
H -7.5807 -0.5341 -2.3795
H -7.6960 -2.3036 -2.4863
H -5.8622 -2.2354 -4.3058
H -5.3980 -1.7979 -2.6383
H -2.3556 0.6541 -5.9157
H -2.2915 2.0159 -4.6780
H -3.0470 2.2078 -6.2383
*
```



# 2
Computed, not measured: a molecular structure, C36H92BaF3N6O15S in a non-equilibrium geometry, with ωB97M-V/def2-TZVPD.

- HOMO level (eV) = -8.73
- relative energy (zero: lowest compared OMol25 entry of this formula, charge and spin) (kcal per mole) = 133.12

```
! RIJCOSX wB97M-V def2-TZVPD def2/J DEFGRID3
* xyz 1 1
Ba -0.2015 8.4803 1.1752
C -0.4330 -0.2204 1.4507
F 0.1120 -0.1120 0.2056
F -0.8528 -1.4680 1.6209
F 0.5034 -0.0530 2.4412
S -1.7575 1.0672 1.6861
O -2.7191 0.8811 0.6237
O -2.3711 0.8492 3.0069
O -1.0660 2.3802 1.5826
C 7.2603 6.7001 -0.0323
C 6.1675 7.6677 0.3584
C 6.0920 8.9352 -0.5578
O 5.1018 9.8321 -0.1462
C 5.3546 11.1264 -0.5727
N 4.8927 7.0071 0.1710
H 7.0597 5.6714 0.2670
H 8.2332 6.9881 0.3660
H 7.3047 6.5440 -1.1101
H 6.3516 8.0846 1.3486
H 5.7790 8.6209 -1.5534
H 7.0804 9.3265 -0.7987
H 5.1831 11.2449 -1.6425
H 6.3529 11.4233 -0.2513
H 4.8720 11.9744 -0.0868
H 4.9707 6.7363 -0.7989
H 4.9700 6.1356 0.6755
C -6.1029 -5.0779 -9.0018
C -6.5493 -5.2414 -7.5733
C -5.5233 -4.7744 -6.5019
O -4.2384 -5.1295 -6.9377
C -3.1569 -4.9529 -6.0834
N -7.9024 -4.5869 -7.4211
H -5.2028 -5.6653 -9.1827
H -5.9044 -4.0106 -9.0994
H -6.8125 -5.4545 -9.7385
H -6.8351 -6.2883 -7.4717
H -5.7338 -5.2538 -5.5459
H -5.6004 -3.7276 -6.2084
H -2.2141 -4.9929 -6.6289
H -3.1315 -5.7980 -5.3954
H -3.1389 -3.9279 -5.7131
H -8.3630 -4.6013 -8.3199
H -7.6022 -3.6238 -7.3712
C -7.0852 9.2222 -0.1425
C -5.8476 8.9412 0.6935
C -6.0303 8.3248 2.0354
O -4.8633 8.4694 2.8245
C -4.9416 7.9109 4.1077
N -5.0217 8.1532 -0.1918
H -6.8968 9.7661 -1.0681
H -7.6868 9.9188 0.4414
H -7.6932 8.3352 -0.3204
H -5.4348 9.9447 0.7970
H -6.1881 7.2610 1.8577
H -6.8825 8.7426 2.5715
H -4.0657 8.1737 4.7009
H -4.9120 6.8246 4.0235
H -5.7970 8.3467 4.6240
H -4.9852 8.6983 -1.0413
H -5.3385 7.2292 -0.4488
C -5.2174 -7.6145 2.4350
C -6.6804 -7.9403 2.4541
C -7.1906 -8.8074 3.7217
O -6.3749 -9.9929 3.7716
C -6.1311 -10.4144 5.1097
N -7.4487 -6.6564 2.4203
H -4.8794 -7.0356 3.2945
H -4.9179 -7.0721 1.5383
H -4.6044 -8.5141 2.4904
H -6.8435 -8.5503 1.5656
H -8.2176 -9.1670 3.6563
H -7.0668 -8.1212 4.5594
H -5.5121 -9.6698 5.6102
H -5.6137 -11.3730 5.0696
H -7.0653 -10.6249 5.6304
H -7.0866 -6.1156 1.6479
H -7.0057 -6.1228 3.1544
C 2.6078 1.9111 9.5213
C 3.9770 1.5822 8.8842
C 4.3796 0.0236 8.8582
O 5.6976 -0.1712 8.3477
C 6.2311 -1.5274 8.5518
N 3.9818 2.0133 7.4763
H 2.5459 1.7455 10.5969
H 1.7905 1.3863 9.0265
H 2.3704 2.9650 9.3765
H 4.7710 2.0994 9.4227
H 3.7163 -0.5497 8.2105
H 4.2870 -0.3517 9.8773
H 6.9835 -1.7835 7.8059
H 5.4547 -2.2891 8.4797
H 6.6336 -1.6960 9.5506
H 3.4944 1.2833 6.9766
H 4.9232 1.8065 7.1747
C -8.9293 0.9057 -2.7877
C -8.8439 2.4308 -2.4813
O -7.5728 2.9000 -2.7590
O -8.3379 0.1050 -1.7592
H -8.3178 0.6646 -3.6572
H -9.9448 0.5203 -2.8793
H -9.1491 2.5329 -1.4399
H -9.5923 3.0587 -2.9648
H -6.9630 2.4229 -2.1914
H -7.4633 0.4994 -1.7248
C -6.0959 -0.7599 8.2434
C -5.1226 -1.7720 8.7417
O -3.9645 -1.7021 7.8448
O -6.4574 -0.9571 6.8811
H -5.5852 0.1889 8.4081
H -6.9844 -0.6193 8.8590
H -5.5355 -2.7793 8.6894
H -4.8445 -1.4507 9.7454
H -4.1555 -1.2018 7.0481
H -5.7949 -0.5815 6.2967
C 1.1239 5.4477 -4.8116
C 2.3055 4.9859 -5.7572
O 3.5312 4.8443 -5.0289
O 1.1789 6.7653 -4.4167
H 1.0227 4.7511 -3.9794
H 0.2751 5.3544 -5.4891
H 2.5224 5.7494 -6.5042
H 2.1472 4.0429 -6.2804
H 4.1730 4.3064 -5.4983
H 1.0701 7.2747 -5.2231
C 9.4329 -2.9704 -2.9844
C 8.3978 -4.1691 -2.7886
C 7.0426 -3.6156 -3.3898
C 6.9837 -3.5323 -4.8908
C 7.3781 -4.9174 -5.5099
C 8.7523 -5.5467 -4.9634
N 8.7354 -5.3983 -3.5191
O 9.7786 -6.1075 -2.9514
C 8.9137 -6.9554 -5.5438
C 9.8999 -4.6964 -5.5596
C 8.0767 -4.4188 -1.3438
H 9.4176 -2.3104 -3.8517
H 10.4738 -3.2119 -2.7690
H 9.2338 -2.3541 -2.1076
H 6.2592 -4.3249 -3.1228
H 6.7511 -2.6387 -3.0041
H 7.6551 -2.7461 -5.2361
H 5.9598 -3.2792 -5.1657
H 7.3987 -4.8315 -6.5963
H 6.5256 -5.5851 -5.3855
H 8.9858 -7.0189 -6.6296
H 9.7461 -7.5754 -5.2110
H 7.9965 -7.4774 -5.2711
H 10.8278 -5.0880 -5.1426
H 9.9715 -4.9187 -6.6243
H 9.8692 -3.6182 -5.4027
H 8.9190 -4.8280 -0.7860
H 7.3784 -5.2453 -1.2122
H 7.7407 -3.5465 -0.7830
H 9.2566 -6.6360 -2.3434
*
```



# 3
Computed, not measured: 8 unconnected molecules or ions with the total composition C36H93N5O16 in a non-equilibrium geometry, with ωB97M-V/def2-TZVPD.

- HOMO level (eV) = -8.73
- SMILES = COCCNCCOC.COCCNCCOC.COCCNCCOC.COCCNCCOC.COCCNCCOC.OCCO.OCCO.OCCO
- relative energy (zero: lowest compared OMol25 entry of this formula, charge and spin) (kcal per mole) = 0.00

```
! RIJCOSX wB97M-V def2-TZVPD def2/J DEFGRID3
* xyz 0 1
C -30.4291 -12.6473 -17.3131
O -29.1737 -12.6160 -17.9438
C -29.2553 -12.7614 -19.3450
C -28.1125 -13.6267 -19.8324
N -26.8084 -13.1290 -19.3847
C -25.7160 -13.9536 -19.8719
C -24.3796 -13.2549 -19.7144
O -23.8789 -13.5268 -18.4234
C -22.5727 -13.0373 -18.1811
H -31.1103 -11.8499 -17.6254
H -30.2364 -12.5761 -16.2447
H -30.9045 -13.6207 -17.5035
H -29.2500 -11.7699 -19.8078
H -30.1928 -13.2845 -19.5682
H -28.1296 -13.5400 -20.9391
H -28.2785 -14.6727 -19.5865
H -26.7080 -12.1863 -19.7438
H -25.8334 -14.2401 -20.9333
H -25.6265 -14.8650 -19.2730
H -24.4986 -12.1645 -19.7966
H -23.6533 -13.6258 -20.4480
H -22.4619 -13.1026 -17.1007
H -22.4942 -12.0002 -18.5304
H -21.7896 -13.6373 -18.6587
C -24.0559 -16.9560 -14.9166
O -23.1284 -16.7477 -15.9551
C -23.7761 -16.6362 -17.2101
C -22.7721 -16.5557 -18.3245
N -22.2314 -17.8936 -18.6580
C -21.3645 -17.9109 -19.8520
C -21.9826 -17.3247 -21.0977
O -21.6839 -15.9385 -21.1861
C -22.2983 -15.3255 -22.3004
H -23.5192 -16.8847 -13.9710
H -24.5033 -17.9584 -14.9686
H -24.8480 -16.1984 -14.9355
H -24.4495 -15.7721 -17.2542
H -24.3811 -17.5501 -17.3116
H -21.9654 -15.8497 -18.0790
H -23.3185 -16.1793 -19.1922
H -21.5720 -18.0885 -17.9062
H -21.0910 -18.9477 -20.0579
H -20.4088 -17.4078 -19.6380
H -23.0748 -17.4615 -21.1262
H -21.6107 -17.8814 -21.9702
H -22.0026 -14.2771 -22.3604
H -23.3859 -15.4202 -22.2189
H -21.9432 -15.7503 -23.2493
C -15.9589 -4.9543 -30.6083
O -16.2566 -5.3207 -29.2911
C -15.8348 -6.6435 -28.9819
C -15.9795 -6.8593 -27.4899
N -15.3306 -8.1096 -27.0902
C -15.1734 -8.1570 -25.6106
C -14.4293 -9.4068 -25.2138
O -14.2499 -9.4086 -23.8273
C -13.9220 -10.6638 -23.2920
H -14.9092 -5.1280 -30.8869
H -16.1055 -3.8756 -30.6981
H -16.5887 -5.4589 -31.3518
H -14.8174 -6.8441 -29.3260
H -16.5090 -7.3564 -29.4885
H -17.0340 -6.8297 -27.1796
H -15.5138 -6.0352 -26.9396
H -16.0232 -8.8503 -27.2100
H -16.1687 -8.2341 -25.1347
H -14.7998 -7.1937 -25.2616
H -13.5067 -9.4461 -25.8119
H -15.0424 -10.2742 -25.5078
H -13.9059 -10.5441 -22.2106
H -12.9359 -11.0062 -23.6303
H -14.6601 -11.4305 -23.5560
C -18.0075 -10.1478 -23.9447
O -18.0654 -10.9504 -25.1228
C -17.4071 -12.1811 -25.0289
C -16.9589 -12.6223 -26.3946
N -18.0995 -12.8958 -27.2506
C -17.7342 -13.1016 -28.6579
C -17.0336 -14.4310 -28.8839
O -15.6486 -14.2854 -28.7734
C -14.9536 -15.5052 -28.6071
H -16.9896 -9.9701 -23.5768
H -18.6108 -10.5971 -23.1552
H -18.3948 -9.1855 -24.2786
H -18.0442 -12.9613 -24.5874
H -16.5370 -12.1233 -24.3631
H -16.3467 -13.5249 -26.3253
H -16.2941 -11.8501 -26.8227
H -18.7682 -12.1412 -27.1557
H -17.0930 -12.2938 -29.0362
H -18.6734 -13.1395 -29.2132
H -17.3549 -14.8280 -29.8667
H -17.4461 -15.1981 -28.2071
H -15.0244 -15.8521 -27.5680
H -13.9160 -15.3386 -28.8824
H -15.3620 -16.2955 -29.2500
C -20.3962 -16.5515 -12.1150
O -19.1764 -15.8548 -12.2402
C -19.3864 -14.4504 -12.2928
C -18.0744 -13.7774 -12.1198
N -17.1368 -14.1782 -13.1608
C -15.9411 -13.3244 -13.2434
C -16.2771 -11.9356 -13.7318
O -16.9720 -11.9601 -14.9628
C -16.1653 -12.3072 -16.0855
H -20.7658 -16.4603 -11.0833
H -20.2041 -17.6091 -12.2917
H -21.1538 -16.2036 -12.8235
H -20.0745 -14.1883 -11.4782
H -19.8253 -14.2022 -13.2644
H -17.6534 -13.8950 -11.1071
H -18.2528 -12.7008 -12.1863
H -16.7927 -15.0984 -12.9072
H -15.2434 -13.7986 -13.9327
H -15.4479 -13.2282 -12.2593
H -15.4170 -11.2561 -13.7903
H -16.9583 -11.4314 -13.0434
H -16.8199 -12.1853 -16.9426
H -15.7321 -13.3017 -15.9933
H -15.3639 -11.5652 -16.2002
C -19.7648 -14.3060 -16.0398
C -18.6706 -15.1930 -16.6155
O -18.2034 -14.7118 -17.8665
O -19.3782 -12.9491 -15.9332
H -20.0517 -14.7516 -15.0718
H -20.6605 -14.3379 -16.6677
H -19.0601 -16.1963 -16.8136
H -17.8290 -15.1844 -15.9234
H -18.9473 -14.6219 -18.4904
H -18.5540 -12.8942 -15.4191
C -19.8740 -9.9525 -19.7826
C -18.5132 -9.4950 -19.2787
O -17.4212 -9.9812 -19.9859
O -19.9834 -9.9470 -21.1958
H -20.6118 -9.2570 -19.3620
H -20.1179 -10.9632 -19.4562
H -18.4200 -9.7000 -18.1997
H -18.4628 -8.3983 -19.3230
H -17.4461 -10.9561 -19.9019
H -19.9495 -9.0615 -21.5668
C -17.8476 -13.3524 -20.7601
C -19.3358 -13.4266 -20.9088
O -19.8513 -14.3586 -19.9567
O -17.4600 -12.6734 -19.5541
H -17.4680 -12.7350 -21.5779
H -17.3614 -14.3284 -20.7823
H -19.5645 -13.7869 -21.9217
H -19.8384 -12.4593 -20.8222
H -20.6810 -14.7580 -20.2666
H -17.6161 -13.2755 -18.7988
*
```